{
  "formula": "C22H31N5O3S",
  "method": "ωB97M-V/def2-TZVPD",
  "elements": ["N", "C", "H", "H", "H", "H", "C", "C", "H", "H", "C", "N", "H", "H", "H", "H", "C", "C", "C", "H", "C", "C", "C", "C", "H", "C", "H", "H", "H", "C", "H", "H", "H", "O", "H", "H", "C", "H", "H", "C", "C", "C", "H", "C", "H", "H", "C", "O", "H", "H", "H", "O", "H", "C", "N", "S", "H", "C", "N", "C", "N", "H"],
  "xyz": [[1.7976, 2.6304, -0.0684], [3.4799, 1.9622, 1.7274], [-4.1784, -2.3378, -1.0190], [3.5139, 2.2124, 2.7903], [0.1389, -2.7538, 1.3381], [3.5231, -1.6772, -2.0620], [-3.6060, -2.3862, 1.0614], [2.7834, -1.9079, -1.3090], [4.2443, 2.5264, 1.1879], [1.2615, -2.2517, -2.7558], [3.1423, -1.8741, 0.0305], [1.0409, 2.2414, 1.9523], [1.3161, 1.6651, -2.5851], [2.4846, 0.6354, -1.7406], [4.7985, -1.8550, 1.4028], [-4.1936, -3.2791, 1.2850], [2.1735, -2.1841, 0.9809], [4.5227, -1.4337, 0.4355], [-2.0390, 3.8243, -0.5355], [-1.7607, 4.2320, 0.4349], [0.5337, -2.5365, -0.7473], [0.8888, -2.5092, 0.6024], [-3.3708, -0.4185, -0.4624], [-1.1645, -2.9674, -2.3596], [-2.2075, -3.2766, -2.3275], [-4.1840, -1.6706, -0.1552], [-1.7384, 1.8619, 0.9712], [-4.4276, 0.8258, 0.9315], [3.6772, 2.6676, -0.9222], [-2.8151, -0.1812, 1.9690], [5.2596, -1.7269, -0.3118], [-2.4853, 4.5914, -1.1673], [-5.2209, -1.3889, 0.0416], [-0.7569, -2.8695, -1.0157], [-2.3375, -0.6952, -0.6817], [-2.8412, 0.4904, 2.8295], [0.4455, 2.8064, -0.0234], [-1.0902, -2.0045, -2.8747], [-2.5855, -2.7011, 0.8349], [2.6342, 2.7280, -1.2378], [-3.6025, -1.4540, 2.2697], [1.4975, -2.2364, -1.7038], [-0.5806, -3.7180, -2.9014], [2.1169, 2.2812, 1.2185], [-1.7707, -0.4351, 1.7702], [3.0183, 1.6747, -3.0640], [2.3387, 1.6005, -2.2207], [5.1076, 0.8147, -0.2463], [2.4276, -2.1954, 2.0323], [3.2130, -0.0874, 2.0879], [-3.1655, -1.9607, 3.1327], [-4.0568, 2.6258, -1.0262], [-3.7838, 0.1035, -1.3263], [-3.3884, 0.5240, 0.7449], [-0.0079, 2.5680, 1.1835], [-0.4971, 3.3413, -1.3783], [2.4474, 3.6971, -1.7111], [-3.0206, 2.6588, -0.3940], [-2.6201, 1.7271, 0.4780], [4.5201, 0.0891, 0.5266], [3.7809, 0.5559, 1.5588], [-4.6314, -1.1889, 2.5240]],
  "lowdin_charge": [-0.005, -0.087, 0.099, 0.129, 0.117, 0.124, -0.205, -0.046, 0.124, 0.107, -0.242, 0.075, 0.045, 0.054, 0.125, 0.109, -0.043, -0.054, -0.344, 0.083, -0.270, 0.009, -0.144, -0.081, 0.089, -0.192, 0.082, 0.158, 0.106, -0.150, 0.126, 0.082, 0.117, -0.105, 0.110, 0.120, -0.607, 0.099, 0.093, -0.187, -0.195, -0.011, 0.097, -0.282, 0.116, 0.086, -0.058, 0.061, 0.115, 0.127, 0.108, 0.054, 0.113, -0.308, -0.006, 1.008, 0.120, -0.573, 0.097, -0.491, 0.088, 0.114],
  "smiles": "CCn1c(CNC(=O)Cc2ccc(OC)cc2)nnc1SCC(=O)NC1CCCCC1",
  "lumo_energy_ev": 0.61,
  "relative_energy_kj_mol": 94.3,
  "multiplicity": 1,
  "gap_ev": 9.2
}


{
  "formula": "C5H8O",
  "method": "ωB97M-V/def2-TZVPD",
  "elements": ["C", "C", "C", "H", "H", "H", "H", "C", "C", "H", "H", "O", "H", "H"],
  "xyz": [[-1.6219, 0.5226, 0.0378], [-0.3927, -0.2941, -0.0943], [1.7456, -0.8902, -0.3095], [0.9298, 0.8881, -1.3743], [-0.5659, -1.8784, 1.4585], [-0.6560, -2.4079, -0.2387], [-1.9898, 0.4924, 1.0721], [-0.2014, -1.6708, 0.4476], [0.8016, 0.0534, -0.6945], [2.8216, -0.9235, -0.4224], [-2.4383, 0.1710, -0.6065], [1.2199, -1.8864, 0.4053], [1.7827, 6.3506, 0.6240], [-1.4086, 1.5655, -0.2129]],
  "lowdin_charge": [-0.063, -0.280, -0.145, 0.113, 0.129, 0.135, 0.080, -0.134, -0.049, 0.115, 0.078, -0.059, 0.000, 0.078],
  "lumo_energy_ev": [0.79, 1.02],
  "relative_energy_kj_mol": 471.1,
  "multiplicity": 1,
  "gap_ev": [10.4, 7.2]
}


{
  "formula": "C24H45NNiP2Si",
  "method": "ωB97M-V/def2-TZVPD",
  "elements": ["H", "H", "P", "Si", "H", "C", "H", "H", "C", "C", "H", "H", "H", "C", "H", "H", "H", "C", "C", "H", "C", "H", "H", "H", "H", "H", "H", "P", "H", "H", "H", "H", "H", "C", "C", "N", "C", "C", "H", "H", "H", "H", "C", "C", "H", "H", "H", "H", "C", "H", "H", "H", "C", "C", "C", "H", "H", "C", "H", "Ni", "H", "C", "C", "C", "H", "C", "H", "H", "C", "H", "H", "H", "C", "H"],
  "xyz": [[-2.1438, 4.8378, -1.9594], [3.0215, 3.7827, 1.1663], [1.8103, 1.6639, 1.3973], [1.2866, -2.6373, -2.1672], [-0.3885, -1.8906, 1.9751], [0.2068, 4.0565, 0.4409], [-2.1812, -0.6116, 1.0666], [2.7036, 2.9806, -0.3962], [-1.1796, 1.1777, 0.8434], [0.1362, -3.2810, 0.3925], [-2.0760, 2.1411, -1.7824], [-3.0993, 1.8611, 0.5196], [0.8235, -4.8266, -0.9470], [2.8441, -3.4699, -1.6287], [2.7499, -4.4604, -1.1741], [2.3789, 0.6570, 3.4287], [-2.5561, 0.2776, -0.4524], [-1.9925, 2.9210, -1.0346], [-2.4405, -2.5527, -0.6147], [0.6606, 3.4609, 2.4611], [2.9605, 2.8209, 0.6535], [-0.7123, 2.0371, 0.2265], [-0.7086, -3.7150, 3.6453], [-0.6788, 3.9745, -2.2780], [0.0249, 5.6879, -0.8924], [2.4713, -0.4686, -1.9878], [-2.5782, -2.6321, 0.4653], [-1.1163, -1.4241, -0.9672], [1.1910, 3.9041, 0.0015], [1.8058, 2.2667, 3.8111], [-1.3443, 5.5461, 0.2293], [0.6605, 0.9886, 3.4450], [0.5523, -6.5989, 0.6606], [-2.4651, 2.7062, 0.2649], [-0.3003, -2.9386, 1.7024], [0.3207, -2.2666, -0.6372], [0.2587, -5.6088, 0.9686], [-1.7370, -0.0669, 0.2317], [-3.5247, 3.5000, 1.9250], [1.0673, -0.2574, -3.0641], [3.4417, -2.8395, -0.9568], [-1.2969, 1.4712, 1.8732], [-1.2428, -0.7963, -2.6144], [-1.3908, 4.2017, -1.4905], [-0.7118, -3.1869, -3.6360], [2.4472, -1.2007, -3.6321], [3.5211, 0.2900, 0.4003], [2.8611, -0.4760, 1.8254], [0.3977, -4.5971, 0.0296], [-2.2788, -0.4983, -2.6023], [-0.2671, -6.0759, 3.0061], [0.8214, -3.8872, -4.1594], [-0.1641, -5.2965, 2.2634], [-0.1098, 3.6422, 1.7051], [2.5813, 0.0705, 0.9307], [-2.9153, 4.7900, 0.9274], [-3.3031, -2.0821, -1.0709], [-2.6417, 3.7933, 1.3226], [1.9404, -0.5925, 0.3010], [0.4429, 0.9776, 0.0215], [-1.1191, -1.4863, -3.4418], [-0.4499, -3.9756, 2.6191], [0.2072, -3.6633, -3.2775], [1.8425, -0.9591, -2.7476], [3.3887, -3.5847, -2.5757], [-1.4686, 3.8584, 2.2990], [-0.6348, 0.0864, -2.7703], [-2.2980, -3.5496, -1.0386], [-0.6499, 4.9614, -0.3961], [-1.6377, 3.1356, 3.1064], [3.9007, 2.2994, 0.6883], [-0.0680, -4.6137, -2.8088], [1.6294, 1.4029, 3.1649], [-1.4871, 4.8379, 2.7962]],
  "lowdin_charge": [0.094, 0.057, 0.757, 0.447, 0.106, -0.132, 0.077, 0.039, -0.391, -0.309, 0.068, 0.081, 0.061, -0.155, 0.031, 0.026, 0.076, -0.190, -0.177, 0.066, -0.265, 0.005, 0.108, 0.093, 0.115, 0.024, 0.058, 0.841, 0.053, 0.046, 0.096, 0.047, 0.103, -0.212, -0.035, -0.229, -0.067, -0.339, 0.112, -0.005, 0.052, 0.058, -0.218, -0.235, 0.018, 0.039, 0.039, 0.027, -0.079, 0.056, 0.098, 0.045, -0.086, -0.183, -0.283, 0.107, 0.060, -0.170, 0.000, 0.084, 0.033, -0.077, -0.156, -0.183, 0.044, -0.200, 0.028, 0.068, -0.192, 0.103, 0.022, 0.036, -0.248, 0.116],
  "lumo_energy_ev": [0.45, 0.38],
  "s_squared": 2.015,
  "multiplicity": 3,
  "gap_ev": [4.0, 4.6]
}


{
  "formula": "C5H16NO",
  "method": "ωB97M-V/def2-TZVPD",
  "elements": ["C", "N", "C", "H", "H", "C", "H", "H", "H", "H", "H", "H", "H", "H", "H", "H", "C", "H", "C", "H", "H", "O", "H"],
  "xyz": [[-0.2981, 1.1960, -0.4151], [-0.7986, -0.3918, 1.5402], [1.2996, -0.9277, -0.9869], [2.3263, -1.1733, -1.1537], [0.9788, 0.7780, 1.3736], [-0.1017, 0.8170, 1.0825], [-0.2076, -1.1059, 2.0663], [0.6006, 0.7620, -2.2206], [-1.0390, -0.7823, 0.6701], [-0.4156, -3.8477, -0.3335], [0.6286, -1.4841, -1.6104], [-0.1882, -4.7757, 0.9133], [-0.1084, 3.3990, 0.2633], [-1.7117, 3.0444, -0.5753], [-0.5191, 1.6729, 1.6389], [-1.5723, -0.3421, 2.2219], [-0.6183, 2.7874, -0.5634], [1.7303, 1.2954, -1.0037], [0.9347, 0.5904, -1.2066], [-0.2826, 2.9689, -1.5841], [-1.2403, 0.6660, -0.8196], [-0.7877, -4.1185, 0.5521], [1.3904, -1.0285, 0.1506]],
  "lowdin_charge": [-0.350, 0.061, -0.099, 0.052, 0.111, -0.293, 0.037, 0.089, 0.053, 0.043, 0.059, 0.020, 0.094, 0.077, 0.084, 0.030, -0.058, 0.101, -0.224, 0.055, 0.137, -0.137, 0.056],
  "lumo_energy_ev": [0.83, 0.60],
  "relative_energy_kj_mol": 261.9,
  "s_squared": 0.751,
  "multiplicity": 2,
  "gap_ev": [4.1, 11.9]
}


no.,E_tot (eV)
1,-47747.107
2,-7357.372
3,-94596.007
4,-8977.471